Computed, not measured: C44H57N5ORbS4Si2Te2 as an isolated structure, with ωB97M-V with the def2-TZVPD basis set.

Output
net charge: -2
<S²>: 0.767
energy: -130393.68363 eV
highest occupied orbital energy: -1.66 eV
ΔE to the lowest compared entry with this formula, charge and spin: 2.9 kJ/mol
multiplicity: 2
LUMO level: 3.15 eV

```
116
Properties=species:S:1:pos:R:3:lowdin_spin:R:1
Rb 2.10665 0.58076 -0.26056 0.00
S 4.52602 -1.62511 0.74546 0.00
C 3.98799 -2.66321 2.02443 0.00
C 4.95243 -3.41781 2.71136 0.00
C 4.63989 -4.33853 3.70129 0.00
C 5.68754 -5.08424 4.33157 0.00
N 6.53686 -5.68713 4.82479 0.00
C 3.29276 -4.52282 4.05849 0.00
C 2.32294 -3.77062 3.40670 0.00
C 2.61555 -2.84796 2.39358 0.00
S 1.28060 -2.02500 1.63961 0.00
C 2.90858 -5.46163 5.06744 0.00
N 2.59315 -6.21170 5.88392 0.00
H 5.98867 -3.28102 2.43176 0.00
H 1.28510 -3.90339 3.68335 0.00
C 4.26893 -2.16972 -2.74266 0.00
C 4.58909 -0.77891 -3.16497 0.00
N 3.95286 0.28951 -2.79337 0.00
C 4.50542 1.42349 -3.34213 0.00
C 5.56831 1.20984 -4.16573 0.00
S 5.90504 -0.46316 -4.24557 0.00
C 3.95440 2.74989 -3.02660 0.00
C 4.63052 3.92157 -3.17329 0.00
S 3.60038 5.23379 -2.79983 0.00
C 2.32772 4.12343 -2.42434 0.00
N 2.65913 2.87676 -2.57532 0.00
C 0.99891 4.61190 -1.96798 0.00
H 4.17181 -2.21058 -1.65222 0.00
H 5.04966 -2.86174 -3.05792 0.00
H 3.31580 -2.47609 -3.17795 0.00
H 6.13570 1.93954 -4.71798 0.00
H 5.65687 4.06222 -3.46713 0.00
H 0.76454 5.58039 -2.41154 0.00
H 1.00006 4.73259 -0.87591 0.00
H 0.23299 3.89185 -2.25448 0.00
C 1.23332 -7.37662 -1.26186 0.00
Si 1.43389 -5.61599 -0.60002 0.00
C 0.50884 -5.50746 1.01472 0.00
C 3.25143 -5.22919 -0.47904 0.00
C 0.65383 -4.52616 -1.92522 0.00
Te 0.48447 -2.42026 -1.58291 0.00
C -0.28002 -2.12280 -3.61481 0.00
Si -2.13604 -1.98015 -3.62787 0.00
C -2.65631 -0.47807 -2.63399 0.00
C -2.92862 -3.52778 -2.91902 0.00
C -2.77655 -1.76946 -5.39240 0.00
H 1.69765 -8.09577 -0.58185 0.00
H 1.70769 -7.48895 -2.24042 0.00
H 0.17829 -7.64487 -1.36343 0.00
H 0.92972 -6.21096 1.73832 0.00
H -0.54798 -5.75322 0.87468 0.00
H 0.58566 -4.49809 1.42774 0.00
H 3.69703 -5.63698 0.43155 0.00
H 3.42466 -4.14975 -0.46879 0.00
H 3.78757 -5.64810 -1.33634 0.00
H -0.35855 -4.87540 -2.14025 0.00
H 1.24514 -4.63305 -2.83933 0.00
H 0.08916 -2.95462 -4.22005 0.00
H 0.18763 -1.20982 -3.99378 0.00
H -2.16870 -0.46549 -1.65596 0.00
H -3.73595 -0.46351 -2.46340 0.00
H -2.38860 0.44694 -3.15128 0.00
H -2.59658 -3.69525 -1.89209 0.00
H -2.67283 -4.41088 -3.51017 0.00
H -4.01759 -3.43216 -2.91270 0.00
H -2.33875 -0.88504 -5.86161 0.00
H -3.86375 -1.65339 -5.40887 0.00
H -2.52189 -2.63559 -6.00853 0.00
C 3.06675 3.36750 2.05987 0.03
C 1.66113 3.62206 1.50404 0.03
O 1.36114 4.81807 1.22878 0.01
N 0.94603 2.52932 1.36704 0.43
Te -1.03197 2.74698 0.47266 0.23
C -3.00108 3.86574 0.15761 0.17
C -2.98045 5.26113 0.09907 0.01
C -1.74457 6.09764 0.34196 0.01
C -4.16377 5.95630 -0.17664 0.00
C -5.36316 5.30539 -0.39644 0.00
C -6.62426 6.06803 -0.70846 0.00
C -5.36927 3.91520 -0.34068 0.01
C -4.21320 3.19184 -0.07382 0.02
C -4.29833 1.68969 -0.03783 0.00
C -1.78644 1.85769 2.24574 0.00
C -2.06101 0.49070 2.32022 0.00
C -1.91957 -0.47965 1.17796 0.01
C -2.49169 -0.04053 3.53881 0.00
C -2.65677 0.74282 4.66482 0.00
C -3.13121 0.14655 5.96334 0.00
C -2.36751 2.10017 4.56859 0.00
C -1.92612 2.67024 3.38308 0.00
C -1.59972 4.13921 3.35944 0.00
H 3.26464 4.08758 2.85458 0.00
H 3.79515 3.54943 1.26457 0.00
H 3.19015 2.35387 2.43792 0.00
H -0.84324 5.51334 0.52095 0.01
H -1.88983 6.73455 1.21921 0.00
H -1.56578 6.76173 -0.50836 0.00
H -4.13420 7.04278 -0.21442 0.00
H -6.48657 7.13728 -0.54288 0.00
H -7.45467 5.73270 -0.08359 0.00
H -6.92407 5.92756 -1.75020 0.00
H -6.29848 3.37922 -0.51750 0.00
H -5.23744 1.34216 -0.47238 0.00
H -4.23713 1.32254 0.98827 0.00
H -3.47302 1.23448 -0.58777 0.00
H -1.41132 -0.04329 0.32096 0.01
H -2.90220 -0.82447 0.84170 0.00
H -1.34519 -1.34986 1.49826 0.00
H -2.67227 -1.10929 3.59843 0.00
H -2.92880 -0.92396 5.99924 0.00
H -4.20817 0.28748 6.08997 0.00
H -2.63587 0.61511 6.81515 0.00
H -2.46366 2.72887 5.44910 0.00
H -1.61579 4.54732 4.37140 0.00
H -2.33068 4.68593 2.75876 0.00
H -0.61662 4.32557 2.92217 0.00
```

Computed, not measured: C44H59ClIN2O3PRuSSe as an isolated structure in a non-equilibrium geometry, with ωB97M-V with the def2-TZVPD basis set.

Output
net charge: -1
<S²>: 0.765
energy: -164387.80310 eV
highest occupied orbital energy (alpha / beta): -4.82 / -4.81 eV
ΔE to the lowest compared entry with this formula, charge and spin: 0.0 kJ/mol
multiplicity: 2
LUMO level (alpha / beta): 1.28 / 1.77 eV

```
114
Properties=species:S:1:pos:R:3:lowdin_spin:R:1
Ru 0.02260 -0.17820 0.34920 0.89
C -3.48320 3.81710 -5.20230 0.00
C -2.11770 3.30550 -5.67130 0.00
C -2.33900 2.38350 -6.87800 0.00
C -1.28420 4.52430 -6.09300 0.00
C -1.38560 2.53740 -4.58300 0.00
C -1.96240 2.23740 -3.36180 0.00
C -1.22500 1.60550 -2.38100 0.00
Se -2.05080 1.32200 -0.65160 -0.02
C -1.53710 3.06090 0.03690 0.00
C -2.36890 4.11990 -0.26290 0.00
C -1.99720 5.41320 0.05770 0.00
C -0.74080 5.57760 0.64690 0.00
C 0.11150 4.54320 0.96780 0.00
C -0.30370 3.18660 0.72770 0.01
O 0.35470 2.16480 1.11640 0.07
C 1.48260 4.82100 1.57540 0.00
C 1.84300 6.31300 1.58740 0.00
C 2.56490 4.08560 0.77420 0.00
C 1.49450 4.30820 3.02080 0.00
C -2.90940 6.61060 -0.15890 0.00
C -2.15570 7.75760 -0.84680 0.00
C -4.11990 6.25930 -1.02890 0.00
C -3.39750 7.07170 1.22290 0.00
C 0.13930 1.24380 -2.53300 0.00
O 0.83140 0.80000 -1.56130 0.02
C 0.68320 1.44250 -3.84670 0.00
C -0.07700 2.08890 -4.79520 0.00
C 2.09050 0.93300 -4.13100 0.00
C 2.13290 -0.57740 -3.85830 0.00
C 2.52950 1.16960 -5.57980 0.00
C 3.08820 1.63910 -3.20270 0.00
H -3.93530 4.42040 -5.98770 0.00
H -3.38080 4.43630 -4.31470 0.00
H -4.15840 2.99430 -4.98120 0.00
H -2.86210 2.91730 -7.67080 0.00
H -2.93710 1.52410 -6.58020 0.00
H -1.39210 2.02110 -7.27050 0.00
H -1.81460 5.09840 -6.85160 0.00
H -0.32330 4.22870 -6.50350 0.00
H -1.10490 5.16640 -5.23330 0.00
H -2.98650 2.49560 -3.13960 0.00
H -3.30760 3.89380 -0.74550 0.00
H -0.42100 6.58350 0.86500 0.00
H 1.78860 6.73420 0.58550 0.00
H 2.86310 6.43230 1.94930 0.00
H 1.18740 6.87950 2.24610 0.00
H 2.67760 4.52710 -0.21450 0.00
H 2.29880 3.03940 0.65940 0.00
H 3.52250 4.14370 1.29010 0.00
H 0.69880 4.77350 3.60340 0.00
H 2.45030 4.52910 3.49710 0.00
H 1.34720 3.23440 3.01450 0.00
H -1.70610 7.40940 -1.77400 0.00
H -1.36880 8.15420 -0.21180 0.00
H -2.84020 8.57270 -1.07860 0.00
H -3.79890 5.83940 -1.97890 0.00
H -4.70380 7.15470 -1.23480 0.00
H -4.76760 5.54380 -0.53060 0.00
H -2.55240 7.34120 1.85220 0.00
H -3.93840 6.26650 1.71540 0.00
H -4.05610 7.93470 1.13850 0.00
H 0.36050 2.26550 -5.76400 0.00
H 1.37880 -1.09820 -4.44980 0.00
H 1.94140 -0.75910 -2.80560 0.00
H 3.11350 -0.98430 -4.10500 0.00
H 1.86020 0.67770 -6.28360 0.00
H 3.52770 0.75740 -5.71830 0.00
H 2.57040 2.23310 -5.80620 0.00
H 2.81620 1.45830 -2.16620 0.00
H 3.08370 2.71340 -3.38530 0.00
H 4.09350 1.25500 -3.37310 0.00
Cl 2.76960 -6.28190 -2.46040 0.00
C 2.55540 -4.79290 -1.58320 0.00
C 3.47180 -4.46000 -0.61010 0.00
C 3.32470 -3.28710 0.10080 0.00
I 4.71620 -2.73980 1.58080 0.00
C 2.27150 -2.37590 -0.08670 0.00
O 2.17610 -1.30660 0.57720 0.00
C 1.30510 -2.76890 -1.09340 0.01
N 0.25870 -1.94990 -1.26170 0.07
C -0.63290 -2.20110 -2.18820 0.00
C -0.54110 -3.31510 -3.03270 0.00
C 0.49190 -4.19830 -2.85900 0.00
C 1.45960 -3.95700 -1.86250 0.00
H 4.30300 -5.11780 -0.40870 0.00
H -1.45160 -1.49640 -2.27930 0.00
H -1.28110 -3.47000 -3.80360 0.00
H 0.58630 -5.07670 -3.48120 0.00
C 1.14830 -2.72350 3.40190 0.00
C 0.15960 -1.62560 3.76340 -0.01
P 0.44520 -0.05700 2.81770 -0.03
C -0.66070 1.06670 3.79080 0.00
C -2.13250 0.89990 3.43230 0.00
C 2.14190 0.43710 3.34610 0.00
C 2.29370 0.81690 4.81390 0.00
H 0.90720 -3.64810 3.92840 0.00
H 2.16270 -2.43350 3.66700 0.00
H 1.10950 -2.92060 2.32930 0.00
H 0.19250 -1.41390 4.83730 0.00
H -0.85540 -1.94950 3.51230 0.00
H -0.35290 2.08850 3.56720 0.00
H -0.50580 0.87730 4.85870 0.00
H -2.27300 0.99890 2.35330 0.00
H -2.73220 1.66450 3.92540 0.00
H -2.51100 -0.07560 3.73000 0.00
H 2.44040 1.26170 2.69580 0.00
H 2.79150 -0.40730 3.09680 0.00
H 1.81360 1.77160 5.02120 0.00
H 3.35130 0.90120 5.06890 0.00
H 1.85860 0.05930 5.46210 0.00
S -4.13210 -2.19600 1.96290 0.00
C -2.73050 -1.82770 1.29830 0.00
N -1.68370 -1.61210 0.81530 -0.01
```

Computed, not measured: C44H62Cl2CoN2P3SSi as an isolated structure in a non-equilibrium geometry, with ωB97M-V with the def2-TZVPD basis set.

Output
net charge: +1
<S²>: 3.771
energy: -158858.63564 eV
highest occupied orbital energy (alpha / beta): -9.00 / -10.03 eV
multiplicity: 4
LUMO level (alpha / beta): -2.19 / -2.91 eV

```
116
Properties=species:S:1:pos:R:3:lowdin_spin:R:1
Co 14.06652 2.24600 11.13919 2.35
C 18.48911 6.57471 13.89211 0.00
C 17.64166 5.47467 14.57889 0.00
C 18.17389 4.07876 14.19518 0.00
P 15.76188 5.57386 14.28573 0.01
C 15.51115 7.31173 15.10435 0.00
C 16.08965 7.59111 16.49352 0.00
C 14.02079 7.62165 14.97413 0.00
C 15.02507 4.30371 15.37071 0.00
C 15.57874 4.33851 16.65075 0.00
C 14.89768 3.61137 17.66907 0.00
C 13.82361 2.84656 17.41115 0.00
C 13.43052 2.69733 16.09868 0.01
C 13.94753 3.36710 15.03256 0.04
Si 13.33559 2.89626 13.21855 0.12
C 12.36646 1.24030 13.53505 0.00
C 11.05092 1.25512 14.04948 0.00
C 10.49773 0.06728 14.47474 0.00
C 11.25910 -1.08167 14.42531 0.00
C 12.57050 -1.11632 13.95033 0.00
C 13.06231 0.06184 13.32499 0.00
P 14.45852 0.35244 12.13748 0.08
C 15.93319 0.37200 13.26058 0.02
C 17.23711 0.45923 12.49355 0.00
C 16.03972 -0.71098 14.36131 0.00
C 14.57309 -1.14292 11.03273 0.03
C 14.15891 -2.51568 11.59087 0.01
C 15.89986 -1.25820 10.31522 0.00
C 11.83835 3.98111 12.80381 0.02
C 11.29424 4.86120 13.75821 0.01
C 10.12071 5.55321 13.50177 0.00
C 9.45813 5.36360 12.28517 0.01
C 9.97437 4.48022 11.32830 0.00
C 11.16585 3.77304 11.57340 0.00
P 12.06478 2.86094 10.31422 0.06
C 10.93366 1.45595 9.83177 0.02
C 9.54775 1.98404 9.46009 0.01
C 11.60035 0.50696 8.79132 0.01
C 12.44522 4.21830 8.99429 0.01
C 12.26551 3.62155 7.58146 0.00
C 11.68646 5.55247 9.07002 0.00
H 19.39954 6.71173 14.47656 0.00
H 18.00100 7.50698 13.85850 0.00
H 18.74985 6.32055 12.82977 0.00
H 17.75864 5.62116 15.67016 0.00
H 17.98038 3.92096 13.09355 0.00
H 17.70726 3.31793 14.83188 0.00
H 19.23666 3.97622 14.37954 0.00
H 16.02469 7.92740 14.31138 0.00
H 15.60497 6.88257 17.14353 0.00
H 15.74353 8.57561 16.82616 0.00
H 17.16684 7.47371 16.54059 0.00
H 13.44517 7.17827 15.81541 0.00
H 13.57737 7.23647 14.03709 0.00
H 13.80908 8.74936 14.96287 0.00
H 16.51466 4.85136 16.87279 0.00
H 15.33252 3.65678 18.67341 0.00
H 13.34067 2.22795 18.15373 0.00
H 12.60958 2.06472 15.95817 0.00
H 10.51928 2.19705 14.23430 0.00
H 9.48866 0.09149 14.89571 0.00
H 10.85998 -2.05912 14.74336 0.00
H 13.17507 -1.98663 14.03964 0.00
H 15.84035 1.30673 13.79235 0.00
H 17.80453 -0.47421 12.57878 0.00
H 17.84388 1.25596 12.93854 0.00
H 17.10843 0.69028 11.44753 0.00
H 16.11323 -1.73280 13.94628 0.00
H 15.18507 -0.73077 15.06041 0.00
H 16.98641 -0.49845 14.93397 0.00
H 13.87324 -0.91543 10.21193 0.00
H 14.79429 -2.78969 12.44740 0.00
H 14.34434 -3.23003 10.78700 0.00
H 13.08701 -2.58355 11.82735 0.00
H 16.32129 -0.30716 10.08682 0.00
H 15.73641 -1.85718 9.34175 0.00
H 16.64831 -1.83982 10.90644 0.00
H 11.77339 4.96165 14.75120 0.00
H 9.72806 6.21407 14.29488 0.00
H 8.55828 5.93676 11.93272 0.00
H 9.46911 4.30675 10.42060 0.00
H 10.72136 0.94385 10.79533 0.00
H 9.60256 2.90430 8.90668 0.00
H 8.94606 2.13931 10.37278 0.00
H 8.99139 1.26295 8.85940 0.00
H 12.69115 0.53973 8.80495 0.00
H 11.32018 0.74439 7.74610 0.00
H 11.38269 -0.53533 8.99466 0.00
H 13.51402 4.47660 9.19031 0.00
H 11.17723 3.49039 7.37441 0.00
H 12.74990 2.64327 7.45020 0.00
H 12.67686 4.29854 6.84842 0.00
H 11.56624 5.97899 10.09056 0.00
H 12.25185 6.27320 8.48497 0.00
H 10.68865 5.49261 8.63017 0.00
Cl 15.52292 4.13499 10.72433 0.06
C 15.88815 3.57253 9.14993 0.02
Cl 14.99369 2.02549 8.92222 0.07
H 16.92851 3.30445 8.97029 0.00
H 15.51496 4.25839 8.37628 0.00
N 16.53639 7.10705 6.63617 0.00
C 16.23804 7.87610 7.72822 0.00
N 15.06598 7.90279 8.34497 0.00
C 15.11441 8.60510 9.52721 0.00
C 13.97083 8.98520 10.26461 0.00
C 14.18620 9.77788 11.38974 0.00
C 15.47366 10.31135 11.74239 0.00
C 16.58800 9.90337 10.98925 0.00
C 16.40064 9.11603 9.86377 0.00
S 17.53779 8.80715 8.58152 0.00
H 15.68541 6.79732 6.19732 0.00
H 17.31894 7.36137 6.05128 0.00
H 13.03652 8.54844 9.95460 0.00
H 13.40602 10.03029 12.08529 0.00
H 15.50648 11.07455 12.52902 0.00
H 17.62523 10.09176 11.29379 0.00
```